1.
Here is a molecular structure, C3H9O2 in a non-equilibrium geometry from the OMol25 dataset. Energies are from wB97M-V/def2-TZVPD.

The calculation puts the max |F| at 3.0 eV/Å. Its HOMO-LUMO gap is 7.83 eV. As for the total charge: -1.

Each line ends with the natural charge from an NBO analysis.
Element x y z (Å)
C1 -2.44 -0.63 1.72  -0.218
O1 -1.21 -0.98 1.15  -0.892
H1 -2.45 -1.01 2.70  0.129
H2 -3.26 -1.07 1.19  0.119
H3 -2.57 0.45 1.75  0.124
C2 1.05 0.14 -0.58  -0.035
O2 -0.30 0.40 -0.58  -0.839
C3 1.92 0.73 -1.71  -0.646
H4 1.19 -0.99 -0.54  0.118
H5 1.66 0.52 0.35  0.086
H6 -0.63 -0.36 0.31  0.498
H7 2.93 1.04 -1.26  0.168
H8 1.63 1.69 -2.15  0.201
H9 2.47 0.07 -2.36  0.189



2.
Here is 2 unconnected molecules or ions with the total composition C3H9O2 in a non-equilibrium geometry from the OMol25 dataset. Energies are from wB97M-V/def2-TZVPD.

The calculation puts the max |F| at 3.2 eV/Å. Its HOMO-LUMO gap (spin up / spin down) is 7.42 / 6.79 eV. As for the total charge: +1.

Each line ends with the natural charge from an NBO analysis.
Element x y z (Å)
C1 -1.77 1.03 -0.13  -0.279
C2 0.26 -1.84 0.10  -0.277
C3 1.83 0.97 0.02  0.048
O1 -1.09 -0.01 0.50  -0.215
O2 -0.07 -0.54 -0.30  -0.204
H1 -2.44 0.65 -0.91  0.209
H2 -1.08 1.75 -0.59  0.180
H3 -2.34 1.51 0.66  0.238
H4 1.10 -2.13 -0.53  0.220
H5 0.51 -1.91 1.16  0.209
H6 -0.58 -2.51 -0.09  0.230
H7 1.60 1.13 1.06  0.216
H8 2.53 0.20 -0.26  0.212
H9 1.53 1.70 -0.71  0.214



> Which of these has the lowest max |F|?

number 1



> Among the records above, which one has the lowest total charge?

number 1



> What is the max |F| in the second record?

3.2 eV/Å



Copy entry 1 word for word.
Here is a molecular structure, C3H9O2 in a non-equilibrium geometry from the OMol25 dataset. Energies are from wB97M-V/def2-TZVPD.

The calculation puts the max |F| at 3.0 eV/Å. Its HOMO-LUMO gap is 7.83 eV. As for the total charge: -1.

Each line ends with the natural charge from an NBO analysis.
Element x y z (Å)
C1 -2.44 -0.63 1.72  -0.218
O1 -1.21 -0.98 1.15  -0.892
H1 -2.45 -1.01 2.70  0.129
H2 -3.26 -1.07 1.19  0.119
H3 -2.57 0.45 1.75  0.124
C2 1.05 0.14 -0.58  -0.035
O2 -0.30 0.40 -0.58  -0.839
C3 1.92 0.73 -1.71  -0.646
H4 1.19 -0.99 -0.54  0.118
H5 1.66 0.52 0.35  0.086
H6 -0.63 -0.36 0.31  0.498
H7 2.93 1.04 -1.26  0.168
H8 1.63 1.69 -2.15  0.201
H9 2.47 0.07 -2.36  0.189